ORCA calculation (ωB97M-V/def2-TZVPD) on a molecular structure, C23H28LiN2O12P2 at a distorted geometry.

```
68
Properties=species:S:1:pos:R:3
Li 0.11707 0.10564 2.06840
C 2.82255 -4.20975 -2.67352
O 1.58760 -3.78037 -3.17875
C 0.87930 -2.86962 -2.43861
C -0.37984 -2.52492 -2.97101
C -1.17681 -1.65243 -2.28725
C -0.78023 -1.05220 -1.07894
C -1.68211 -0.23554 -0.32358
C -3.08162 -0.00242 -0.88584
O -1.42242 0.26712 0.77004
C 0.51552 -1.36723 -0.53669
O 0.97330 -0.88582 0.53629
C 1.30674 -2.30753 -1.27025
H 3.22732 -4.87699 -3.43219
H 2.70601 -4.75371 -1.73096
H 3.51403 -3.37555 -2.51712
H -0.70279 -2.98945 -3.88988
H -2.15384 -1.43320 -2.69118
H -3.01493 0.57467 -1.80637
H -3.66035 0.55236 -0.15025
H -3.58293 -0.94639 -1.08522
H 2.25570 -2.57072 -0.82684
O -2.49052 5.19825 -2.08010
C -3.07997 4.75896 -0.87350
C -2.07831 3.98420 -0.05374
C -2.27627 3.74377 1.30095
C -1.30857 3.02382 1.99538
N -0.20961 2.56372 1.43546
C -0.01577 2.77529 0.14035
C -0.92588 3.49055 -0.63898
C 1.22719 2.24335 -0.44052
C 1.41733 2.15084 -1.82067
C 2.62868 1.68761 -2.30957
C 2.87708 1.63515 -3.79794
O 1.73136 1.33034 -4.55846
C 3.59471 1.28940 -1.39472
C 3.29701 1.38447 -0.04092
N 2.16468 1.86618 0.41954
H -3.10654 5.78083 -2.53749
H -3.94221 4.10500 -1.08752
H -3.44317 5.61641 -0.28784
H -3.15767 4.11570 1.80590
H -1.41169 2.80452 3.04818
H -0.74764 3.68616 -1.68226
H 0.65388 2.44024 -2.52522
H 3.68018 0.91361 -4.01075
H 3.20281 2.62224 -4.14876
H 1.31089 0.55431 -4.16708
H 4.55064 0.92161 -1.73784
H 4.00873 1.08057 0.71464
C -0.81879 -3.60181 3.97218
C -0.53386 -2.31873 3.20942
O -0.89088 -2.45939 1.84497
P 1.24391 -1.88014 3.24373
O 1.95490 -2.73215 2.12149
O 1.81457 -2.58681 4.57726
O 1.61145 -0.46043 3.19839
P -1.44303 -0.90031 4.00425
O -2.85704 -1.04197 3.13416
O -1.65347 -1.21366 5.43469
O -0.87373 0.41351 3.60074
H -0.16879 -4.40557 3.62520
H -1.86442 -3.87779 3.81707
H -0.67278 -3.43131 5.03637
H -1.84916 -2.31996 1.81503
H 1.72933 -2.13957 1.36001
H 1.52262 -2.05091 5.31881
H -2.66948 -0.42604 2.41946
```

Computed properties:
Calculated total energy ... -70648.4165 eV
Total charge ... -1

---

ORCA calculation (ωB97M-V/def2-TZVPD) on C23H28N2O4 in the gas phase.

```
57
Properties=species:S:1:pos:R:3
C -0.83169 0.68292 3.73224
C 0.38872 0.30530 2.94650
C 0.43316 -0.84725 2.18075
C 1.57740 -1.16207 1.46625
C 2.69095 -0.34193 1.48145
C 2.64831 0.82809 2.25572
C 1.50943 1.12902 2.98719
H 1.45695 2.01928 3.59541
O 3.79592 1.58418 2.25753
C 3.74741 2.94783 2.58112
C 3.23773 3.81254 1.40855
C 1.80584 3.45518 1.09048
O 0.83799 3.84438 1.69350
O 1.75261 2.61975 0.05366
C 0.49494 2.03728 -0.23848
H -0.01163 1.81300 0.70673
H -0.11260 2.74450 -0.81758
C 0.76184 0.76878 -1.05103
O 1.83774 0.56496 -1.57170
N -0.26458 -0.10391 -1.14271
C -1.62825 0.08159 -0.70731
H -1.90224 -0.75702 -0.05509
C -2.56620 0.08232 -1.93240
N -2.41997 -1.13861 -2.69132
C -3.21260 -2.24182 -2.38264
C -4.58880 -2.07063 -2.19268
C -5.41455 -3.14701 -1.94225
C -4.90125 -4.43215 -1.88419
C -3.54645 -4.61926 -2.08708
C -2.71029 -3.54474 -2.32899
H -1.65840 -3.73778 -2.46941
H -3.12651 -5.61410 -2.04895
H -5.54873 -5.27319 -1.68983
H -6.47271 -2.98077 -1.80136
H -5.02443 -1.08568 -2.26598
C -1.04510 -1.30837 -3.10649
H -0.78848 -0.45380 -3.74304
C -0.08800 -1.32468 -1.90754
H -0.30724 -2.17783 -1.25727
H 0.95116 -1.36774 -2.23453
H -0.94384 -2.21383 -3.70283
H -2.30803 0.92641 -2.58154
H -3.59276 0.20358 -1.59317
H -1.74484 1.00875 -0.15240
H 3.85051 3.61763 0.52943
H 3.29632 4.86124 1.69758
H 4.78483 3.22202 2.79399
H 3.14600 3.14380 3.47551
C 3.89350 -0.65436 0.65013
H 3.79668 -0.14218 -0.30792
H 3.96649 -1.72303 0.46354
H 4.79903 -0.30455 1.13727
H 1.60514 -2.06368 0.87130
H -0.42483 -1.50368 2.14524
H -1.06915 1.73539 3.58445
H -0.65699 0.52841 4.79702
H -1.68785 0.08103 3.43633
```

Computed properties:
Calculated total energy ... -35476.2699 eV
Structure (SMILES) ... Cc1ccc(C)c(OCCC(=O)OCC(=O)N2CCN(c3ccccc3)CC2)c1
Energy relative to the best compared isomer or geometry (same formula, charge and spin) ... 2.051 eV

---

Number 1: orbital gap 7.3 eV, HOMO energy -5.13 eV. Number 2: orbital gap 8.5 eV, HOMO energy -7.83 eV.